one | Entry from the Open Molecules 2025 dataset: a molecular structure, C2H2I4S (ωB97M-V/def2-TZVPD).

Geometry (Å):
C -1.7556 -0.1255 -0.4392
C 1.5747 0.1829 0.4719
S 0.4570 1.2763 -0.3221
I -1.8229 -1.3905 1.2146
I -3.3467 1.2173 -0.7375
I 1.9127 -1.7745 -0.4857
I 3.3464 1.3449 0.2567
H -1.6430 -0.4594 -1.4712
H 1.2774 -0.2714 1.5125

Results
Multiplicity = 1
Frontier orbital gap (alpha / beta) = 7.0 / 6.9 eV

---

two | Entry from the Open Molecules 2025 dataset: a molecular structure, C2H2I4S (ωB97M-V/def2-TZVPD).

Geometry (Å):
C -1.3479 0.0500 0.0856
C 1.5086 -0.0831 -0.0698
S 0.0941 0.2803 -1.0622
I -1.4480 1.3380 1.7254
I -3.1736 0.5030 -1.0837
I 1.4882 -2.2306 0.5831
I 3.2428 0.6604 -1.2823
H -1.6793 -0.9920 0.3450
H 1.3151 0.4741 0.7589

Results
Multiplicity = 1
Frontier orbital gap = 8.1 eV

---

Most stable structure among those shown: two. Next: +41.7 kcal/mol.